# 1
DFT (ωB97M-V with the def2-TZVPD basis set) results for a cluster of 3 separate species, CH7N5 in total at a distorted geometry.

Summary:
* HOMO energy: -0.495 Eh
* relative energy (zero: lowest compared OMol25 entry of this formula, charge and spin): 13.4 kcal per mole
* frontier orbital gap: 4.508 eV
* LUMO energy: -0.329 hartree

Structure (ORCA input):
```
! RIJCOSX wB97M-V def2-TZVPD def2/J DEFGRID3
* xyz 2 1
C -5.583 1.651 0.288
N -6.275 -1.278 -0.470
N -5.525 2.708 0.642
N 8.261 0.062 0.211
N -6.733 -2.390 -0.433
N 8.109 1.198 -0.213
H -5.615 0.670 -0.163
H -5.207 3.505 1.118
H 8.343 -0.577 -0.495
H 7.881 -0.175 1.121
H -6.344 -3.236 -0.878
H -7.589 -2.777 -0.003
H 7.657 1.918 0.371
*
```

# 2
DFT (ωB97M-V with the def2-TZVPD basis set) results for a structure of composition Cl3FLi3 at a distorted geometry.

Summary:
* HOMO energy: -0.163 Eh
* relative energy (zero: lowest compared OMol25 entry of this formula, charge and spin): 0.0 kcal per mole
* frontier orbital gap: 5.950 eV
* LUMO energy: 0.056 hartree

Structure (ORCA input):
```
! RIJCOSX wB97M-V def2-TZVPD def2/J DEFGRID3
* xyz -1 1
Li 1.693 1.520 -0.381
Li -0.201 -0.241 0.672
Li -0.801 -0.237 -2.106
Cl 0.821 -1.574 2.455
Cl -2.311 -1.427 -0.553
Cl -0.053 2.318 0.901
F 0.852 -0.359 -0.989
*
```

# 3
DFT (ωB97M-V with the def2-TZVPD basis set) results for a cluster of 6 separate species, C12H24Br12 in total at a distorted geometry.

Summary:
* HOMO energy (spin up / spin down): -0.451 / -0.451 Eh
* relative energy (zero: lowest compared OMol25 entry of this formula, charge and spin): 0.0 kcal per mole
* frontier orbital gap (spin up / spin down): 8.631 / 3.242 eV
* LUMO energy (spin up / spin down): -0.134 / -0.332 hartree

Structure (ORCA input):
```
! RIJCOSX wB97M-V def2-TZVPD def2/J DEFGRID3
* xyz 1 2
Br -0.181 2.676 -4.890
C 0.164 3.988 -3.399
C 1.281 3.343 -2.587
Br 1.792 4.578 -1.086
H -0.789 4.272 -2.952
H 0.573 4.904 -3.824
H 2.161 2.986 -3.123
H 0.946 2.374 -2.217
Br -0.118 -0.772 4.538
C -1.751 -0.253 5.506
C -1.359 0.820 6.557
Br -2.963 1.538 7.410
H -2.256 -1.059 6.039
H -2.352 0.250 4.749
H -0.811 1.689 6.192
H -0.793 0.409 7.394
Br 1.524 0.689 -0.168
C 1.803 -0.419 1.422
C 1.141 -1.771 1.246
Br -0.904 -1.579 1.157
H 1.341 0.221 2.173
H 2.889 -0.426 1.520
H 1.343 -2.578 1.950
H 1.344 -2.213 0.271
Br 0.297 -0.981 -3.845
C -0.994 -1.445 -2.354
C -2.450 -1.256 -2.865
Br -3.555 -1.479 -1.260
H -0.804 -0.794 -1.500
H -0.778 -2.431 -1.943
H -2.737 -2.002 -3.607
H -2.674 -0.309 -3.356
Br -1.435 2.651 0.023
C -1.016 2.403 1.919
C 0.044 3.353 2.422
Br 0.637 2.926 4.260
H -0.576 1.413 2.042
H -1.988 2.512 2.399
H -0.081 4.412 2.193
H 0.882 3.132 1.761
Br 0.766 -4.517 -5.937
C 0.920 -4.604 -3.996
C 2.384 -4.367 -3.631
Br 2.423 -4.081 -1.632
H 0.630 -5.583 -3.614
H 0.250 -3.995 -3.390
H 2.746 -3.453 -4.103
H 3.080 -5.172 -3.865
*
```

# 4
DFT (ωB97M-V with the def2-TZVPD basis set) results for a cluster of 5 separate species, C35H78N7O in total at a distorted geometry.

Summary:
* HOMO energy: -0.360 Eh
* frontier orbital gap: 5.075 eV
* LUMO energy: -0.174 hartree

Structure (ORCA input):
```
! RIJCOSX wB97M-V def2-TZVPD def2/J DEFGRID3
* xyz 1 1
C -3.365 5.263 -2.628
C -2.446 5.298 -3.827
O -2.011 6.340 -4.183
N -2.074 4.097 -4.534
C -3.249 3.239 -4.763
C -1.029 3.329 -3.836
C 0.006 4.172 -3.077
C -0.203 4.166 -1.545
C 0.590 3.009 -0.898
C -0.106 2.425 0.297
C -1.211 1.604 0.142
C -1.759 1.104 1.300
N -1.202 1.433 2.460
N -0.162 2.215 2.677
C 0.384 2.711 1.588
H -2.826 5.746 -1.817
H -4.245 5.860 -2.836
H -3.654 4.267 -2.306
H -3.997 3.759 -5.349
H -2.909 2.358 -5.300
H -3.681 2.873 -3.828
H -0.508 2.757 -4.602
H -1.460 2.586 -3.149
H 0.973 3.706 -3.256
H 0.082 5.180 -3.468
H -1.260 4.089 -1.302
H 0.145 5.123 -1.159
H 0.678 2.213 -1.634
H 1.577 3.359 -0.613
H -1.606 1.358 -0.829
H -2.605 0.436 1.313
H -1.610 1.045 3.303
H 1.241 3.355 1.714
C -0.709 -2.355 -0.200
C -1.769 -3.338 -0.661
N -2.891 -2.692 -1.317
C -4.028 -3.582 -1.513
C -3.855 -4.785 -2.446
C -2.553 -1.838 -2.443
C -1.790 -2.458 -3.621
H -1.153 -1.598 0.453
H 0.068 -2.876 0.360
H -0.220 -1.852 -1.036
H -2.151 -3.858 0.221
H -1.291 -4.105 -1.289
H -4.874 -2.982 -1.857
H -4.318 -3.954 -0.525
H -3.862 -4.495 -3.496
H -4.684 -5.479 -2.301
H -2.934 -5.333 -2.246
H -1.960 -0.997 -2.063
H -3.478 -1.387 -2.810
H -0.979 -3.106 -3.289
H -1.347 -1.667 -4.231
H -2.443 -3.035 -4.272
C -3.325 -3.961 3.108
C -3.130 -5.337 3.727
N -4.379 -6.028 3.969
C -4.227 -7.219 4.790
C -3.412 -8.389 4.227
C -5.257 -6.155 2.818
C -4.714 -6.868 1.571
H -3.977 -3.342 3.727
H -2.358 -3.459 3.020
H -3.752 -4.022 2.106
H -2.626 -5.214 4.689
H -2.441 -5.913 3.088
H -5.225 -7.576 5.057
H -3.770 -6.904 5.733
H -3.961 -8.943 3.467
H -3.181 -9.091 5.030
H -2.464 -8.063 3.799
H -5.576 -5.152 2.524
H -6.172 -6.652 3.148
H -3.696 -6.556 1.330
H -5.342 -6.628 0.710
H -4.721 -7.951 1.678
C 4.376 9.117 0.760
C 4.660 7.719 1.287
N 3.456 6.945 1.543
C 3.699 5.725 2.288
C 4.537 4.618 1.632
C 2.536 6.832 0.430
C 3.052 6.209 -0.877
H 3.722 9.664 1.440
H 5.311 9.670 0.670
H 3.914 9.102 -0.228
H 5.195 7.813 2.235
H 5.348 7.213 0.592
H 2.729 5.310 2.583
H 4.187 6.010 3.225
H 3.980 4.076 0.866
H 4.836 3.888 2.387
H 5.448 5.007 1.178
H 2.152 7.828 0.200
H 1.662 6.270 0.778
H 4.036 6.585 -1.158
H 2.368 6.454 -1.694
H 3.109 5.121 -0.816
C 2.861 -1.452 1.796
C 3.283 -2.406 0.689
N 4.138 -1.793 -0.308
C 4.317 -2.617 -1.493
C 5.042 -3.960 -1.342
C 5.337 -1.149 0.205
C 6.326 -2.002 1.012
H 2.374 -0.566 1.378
H 2.153 -1.952 2.460
H 3.703 -1.127 2.407
H 2.380 -2.751 0.178
H 3.736 -3.298 1.150
H 4.831 -2.018 -2.248
H 3.320 -2.811 -1.903
H 6.117 -3.834 -1.229
H 4.884 -4.561 -2.239
H 4.671 -4.536 -0.495
H 5.026 -0.307 0.830
H 5.859 -0.694 -0.640
H 5.821 -2.649 1.729
H 6.995 -1.350 1.576
H 6.949 -2.624 0.372
*
```

# 5
DFT (ωB97M-V with the def2-TZVPD basis set) results for a cluster of 9 separate species, C32H46F6N2O12P in total at a distorted geometry.

Summary:
* HOMO energy: -0.233 Eh
* frontier orbital gap: 8.585 eV
* LUMO energy: 0.082 hartree

Structure (ORCA input):
```
! RIJCOSX wB97M-V def2-TZVPD def2/J DEFGRID3
* xyz -1 1
P 1.277 0.378 0.238
F 0.784 0.455 1.771
F 0.282 -0.881 0.156
F 0.042 1.446 -0.142
F 1.699 0.219 -1.330
F 2.149 1.649 0.472
F 2.549 -0.549 0.548
O -4.236 -6.020 0.315
C -3.616 -4.991 0.541
O -2.287 -5.053 0.563
C -1.624 -3.791 0.441
C -2.656 -2.782 0.968
C -3.969 -3.526 0.666
H -1.540 -3.572 -0.624
H -0.644 -3.697 0.907
H -2.539 -1.803 0.503
H -2.348 -2.648 2.005
H -4.350 -2.985 -0.200
H -4.615 -3.380 1.531
O -6.124 0.269 0.784
C -5.008 0.822 0.622
O -4.242 0.981 1.571
C -2.940 1.334 1.130
C -2.879 1.029 -0.350
C -4.327 1.322 -0.742
H -2.349 0.603 1.682
H -2.601 2.341 1.373
H -2.616 0.002 -0.604
H -2.121 1.719 -0.720
H -4.666 0.610 -1.494
H -4.586 2.360 -0.953
O 1.266 3.631 4.796
C 1.941 2.715 4.346
O 1.828 1.461 4.686
C 2.863 0.554 4.202
C 3.920 1.488 3.555
C 3.139 2.809 3.370
H 2.220 -0.010 3.526
H 3.320 -0.124 4.922
H 4.188 1.132 2.561
H 4.799 1.429 4.197
H 2.782 3.116 2.387
H 3.817 3.490 3.885
O 1.980 -2.812 -4.266
C 1.947 -3.394 -3.180
O 0.990 -4.252 -2.870
C 1.298 -4.770 -1.626
C 1.951 -3.651 -0.846
C 2.823 -3.215 -1.986
H 1.897 -5.667 -1.782
H 0.330 -4.991 -1.177
H 2.536 -3.835 0.055
H 1.104 -3.003 -0.619
H 3.715 -3.830 -2.106
H 3.102 -2.162 -2.022
O 5.353 2.665 -5.686
C 4.551 1.759 -5.385
O 4.497 0.663 -6.045
C 3.305 -0.036 -5.732
C 2.463 0.838 -4.733
C 3.455 1.829 -4.316
H 3.440 -0.963 -5.175
H 2.820 -0.176 -6.698
H 2.210 0.183 -3.899
H 1.518 1.291 -5.033
H 3.972 1.587 -3.387
H 3.076 2.827 -4.093
O 1.476 5.398 2.321
C 0.259 5.544 2.104
O -0.253 6.806 1.700
C -1.636 6.741 1.468
C -2.072 5.316 1.896
C -0.852 4.483 1.934
H -1.685 6.845 0.384
H -2.217 7.550 1.910
H -2.913 4.892 1.347
H -2.460 5.328 2.914
H -0.715 3.856 1.053
H -0.908 3.928 2.870
N -0.833 -0.080 -3.026
C -1.250 1.209 -3.426
C -2.600 1.174 -3.835
C -3.011 -0.150 -3.661
C -1.936 -0.904 -3.179
H 0.069 -0.365 -2.673
H -0.547 2.028 -3.466
H -3.270 1.936 -4.204
H -3.945 -0.637 -3.900
H -1.845 -1.943 -2.897
N 0.837 -2.158 3.011
C -0.033 -1.921 4.048
C -0.513 -3.083 4.602
C 0.164 -4.091 3.993
C 0.975 -3.522 3.028
H 1.325 -1.484 2.438
H -0.203 -0.867 4.212
H -1.322 -3.209 5.307
H -0.008 -5.157 4.034
H 1.607 -3.903 2.240
*
```

# 6
DFT (ωB97M-V with the def2-TZVPD basis set) results for an isolated molecule of C29H24N4O8.

Summary:
* SMILES: O=C(OCC(COC(=O)c1cccnc1)(COC(=O)c1cccnc1)COC(=O)c1cccnc1)c1cccnc1
* HOMO energy: -0.355 Eh
* relative energy (zero: lowest compared OMol25 entry of this formula, charge and spin): 0.0 kcal per mole
* frontier orbital gap: 9.790 eV
* LUMO energy: 0.004 hartree

Structure (ORCA input):
```
! RIJCOSX wB97M-V def2-TZVPD def2/J DEFGRID3
* xyz 0 1
O 1.437 2.704 0.010
C 1.772 2.024 0.949
O 1.347 0.766 1.150
C 0.374 0.253 0.249
C -0.880 -0.191 1.025
C -1.338 0.924 1.982
O -1.455 2.150 1.280
C -0.746 3.197 1.745
O -0.129 3.171 2.782
C -0.798 4.357 0.835
C -1.302 4.280 -0.461
C -1.244 5.410 -1.256
C -0.680 6.563 -0.729
N -0.198 6.645 0.501
C -0.254 5.571 1.261
C -2.037 -0.467 0.047
O -1.736 -1.456 -0.927
C -1.311 -1.051 -2.133
O -1.134 0.101 -2.437
C -1.091 -2.208 -3.032
C -0.141 -2.130 -4.047
C 0.048 -3.231 -4.863
C -0.724 -4.360 -4.631
N -1.647 -4.433 -3.686
C -1.829 -3.386 -2.907
C -0.537 -1.435 1.865
O -0.130 -2.513 1.038
C -1.038 -3.465 0.772
O -2.131 -3.514 1.276
C -0.528 -4.452 -0.208
C -1.244 -5.626 -0.435
C -0.780 -6.516 -1.385
C 0.380 -6.192 -2.075
N 1.065 -5.078 -1.872
C 0.624 -4.230 -0.964
C 2.673 2.487 2.025
C 3.013 3.838 2.081
C 3.820 4.276 3.115
C 4.253 3.344 4.049
N 3.943 2.059 3.997
C 3.171 1.640 3.014
H 0.127 1.022 -0.490
H 0.814 -0.612 -0.257
H -2.318 0.679 2.404
H -0.617 1.052 2.797
H -1.709 3.353 -0.834
H -1.616 5.394 -2.269
H -0.603 7.468 -1.318
H 0.149 5.659 2.261
H -2.304 0.466 -0.459
H -2.896 -0.858 0.599
H 0.431 -1.223 -4.171
H 0.779 -3.217 -5.656
H -0.607 -5.251 -5.233
H -2.601 -3.477 -2.156
H 0.309 -1.209 2.518
H -1.403 -1.744 2.460
H -2.143 -5.814 0.134
H -1.304 -7.434 -1.593
H 0.787 -6.853 -2.829
H 1.209 -3.332 -0.830
H 2.634 4.510 1.326
H 4.101 5.314 3.200
H 4.880 3.636 4.882
H 2.942 0.584 3.006
*
```

# 7
DFT (ωB97M-V with the def2-TZVPD basis set) results for an isolated molecule of C5H6O at a distorted geometry.

Summary:
* SMILES: C=C=CCC=O
* HOMO energy: -0.341 Eh
* relative energy (zero: lowest compared OMol25 entry of this formula, charge and spin): 50.7 kcal per mole
* frontier orbital gap: 10.176 eV
* LUMO energy: 0.033 hartree

Structure (ORCA input):
```
! RIJCOSX wB97M-V def2-TZVPD def2/J DEFGRID3
* xyz 0 1
C 0.576 -1.989 -1.593
C 0.216 -1.350 -0.522
C 0.213 -0.454 0.418
C -0.703 0.722 0.323
C -0.218 1.892 1.127
O 0.813 1.898 1.755
H 1.547 -1.564 -1.816
H 0.109 -2.862 -2.041
H 0.896 -0.539 1.257
H -0.858 1.033 -0.721
H -1.699 0.441 0.693
H -0.891 2.772 1.120
*
```

# 8
DFT (ωB97M-V with the def2-TZVPD basis set) results for a cluster of 2 separate species, C4H11NOP in total at a distorted geometry.

Summary:
* HOMO energy: -0.477 Eh
* relative energy (zero: lowest compared OMol25 entry of this formula, charge and spin): 23.9 kcal per mole
* frontier orbital gap: 9.645 eV
* LUMO energy: -0.122 hartree

Structure (ORCA input):
```
! RIJCOSX wB97M-V def2-TZVPD def2/J DEFGRID3
* xyz 1 1
C 0.888 1.382 -1.349
C 1.757 1.318 0.036
C -0.318 0.502 -1.174
C -0.174 -0.483 -0.279
N -1.006 -1.782 -0.336
O -1.834 -1.108 2.037
P 1.254 -0.306 0.897
H 0.628 2.496 -1.493
H 1.539 0.836 -2.145
H 2.848 1.355 -0.193
H 1.333 2.066 0.685
H -1.088 0.805 -1.857
H -1.492 -0.128 1.987
H -1.593 -1.856 -1.161
H -1.610 -1.643 0.625
H -0.377 -2.518 -0.206
H -2.737 -1.128 2.311
H 2.180 -1.311 0.176
*
```